{
  "formula": "C43H39F2MoN4O2",
  "method": "ωB97M-V/def2-TZVPD",
  "elements": ["Mo", "C", "C", "C", "C", "C", "C", "C", "C", "N", "C", "O", "C", "C", "C", "C", "C", "N", "C", "O", "N", "C", "C", "C", "C", "C", "C", "C", "C", "H", "H", "H", "H", "H", "H", "H", "H", "H", "H", "H", "H", "H", "H", "H", "H", "H", "H", "H", "H", "H", "C", "C", "C", "C", "C", "C", "C", "C", "C", "H", "H", "H", "H", "H", "H", "H", "H", "H", "H", "H", "H", "F", "C", "C", "C", "C", "C", "F", "C", "C", "C", "C", "C", "C", "N", "H", "H", "H", "H", "H", "H"],
  "xyz": [[-0.15154, -0.22863, 0.64753], [-2.21073, -2.24867, 0.85285], [-1.41250, -3.50753, 0.80657], [-2.04508, -4.72244, 0.61794], [-1.29351, -5.87377, 0.46516], [0.08307, -5.78143, 0.44892], [0.75082, -4.57194, 0.63710], [2.24000, -4.57770, 0.49099], [-0.01362, -3.41797, 0.87786], [0.55012, -2.15649, 1.23312], [1.43871, -2.25204, 2.26940], [1.76383, -3.26600, 2.86403], [1.86583, -0.90651, 2.74596], [2.63009, -0.68475, 3.88756], [2.73683, 0.60426, 4.39132], [2.09676, 1.64167, 3.72287], [1.39180, 1.34176, 2.56984], [1.29419, 0.09940, 2.07642], [0.80301, 2.34356, 1.64176], [0.69071, 3.52465, 1.89956], [0.49400, 1.74428, 0.44772], [0.87551, 2.58408, -0.64002], [2.26314, 2.70193, -0.85931], [3.25274, 2.11199, 0.10213], [2.72933, 3.44994, -1.92710], [1.84869, 4.12907, -2.75237], [0.50504, 4.13045, -2.43896], [0.00404, 3.40636, -1.35974], [-1.39408, 3.70713, -0.91287], [-3.13625, -2.35346, 0.28670], [-2.46876, -1.95411, 1.87497], [-1.57972, -1.45245, 0.35662], [-3.12335, -4.75911, 0.58767], [-1.78231, -6.82271, 0.31244], [0.67231, -6.66854, 0.27128], [2.52023, -5.31081, -0.26335], [2.62513, -3.60282, 0.19758], [2.70807, -4.85107, 1.43661], [3.10103, -1.52058, 4.38193], [3.28102, 0.79753, 5.30387], [2.12632, 2.66097, 4.07587], [2.99291, 1.09300, 0.39986], [4.25018, 2.11765, -0.32890], [3.28285, 2.73946, 0.99432], [3.79611, 3.52823, -2.08420], [2.21486, 4.70392, -3.58960], [-0.18226, 4.75146, -2.99569], [-1.51789, 4.78923, -0.90313], [-2.14566, 3.30137, -1.58548], [-1.56799, 3.34026, 0.09279], [3.32074, -0.16008, -2.08503], [1.84451, -0.22252, -2.33052], [1.27612, 0.62000, -3.27638], [0.03875, 0.33809, -3.84517], [-0.56043, 1.24986, -4.86315], [-0.58299, -0.85932, -3.50806], [-0.08121, -1.68723, -2.51063], [-0.70374, -3.03690, -2.31722], [1.08118, -1.29486, -1.82050], [3.61295, -0.47293, -1.08547], [3.71876, 0.82744, -2.29321], [3.78966, -0.84203, -2.79897], [1.83823, 1.46892, -3.63556], [-0.65643, 2.25501, -4.45335], [-1.54019, 0.89811, -5.17785], [0.08679, 1.31806, -5.73697], [-1.44758, -1.18876, -4.06637], [-1.76366, -2.96569, -2.07019], [-0.18670, -3.60892, -1.55230], [-0.62771, -3.59348, -3.25259], [1.58910, -2.03310, -1.20396], [-4.16725, 0.93083, -3.02247], [-3.72176, 1.08194, -1.76856], [-2.49757, 0.52356, -1.43617], [-1.97076, 0.64067, -0.15632], [-2.74938, 1.33563, 0.79115], [-3.98180, 1.88835, 0.42916], [-4.73869, 2.52612, 1.33274], [-4.49087, 1.76931, -0.84785], [-2.23508, 1.32580, 2.14833], [-2.67677, 2.16014, 3.17111], [-2.24487, 1.94455, 4.46421], [-1.41283, 0.85975, 4.71440], [-0.96300, 0.11527, 3.64387], [-1.29619, 0.37764, 2.37206], [-1.95391, 0.01355, -2.21622], [-5.44018, 2.20783, -1.10276], [-3.34614, 2.97291, 2.94978], [-2.57309, 2.60042, 5.25215], [-1.10791, 0.61126, 5.71722], [-0.33210, -0.74730, 3.81924]],
  "forces_ev_per_angstrom": [[-0.26, 0.06, -0.98], [0.33, -0.21, 0.46], [0.39, -0.03, 0.02], [0.12, 0.15, 0.04], [0.02, 0.02, -0.02], [-0.08, 0.08, -0.02], [-0.15, 0.24, -0.07], [0.04, -0.05, 0.13], [-0.59, -0.82, -0.16], [0.17, 0.24, -0.13], [-0.01, -0.46, 0.49], [0.08, 0.63, -0.05], [0.15, 0.18, 0.25], [-0.08, -0.04, -0.16], [-0.20, -0.04, -0.26], [-0.23, -0.20, -0.20], [0.58, 0.08, 0.12], [1.48, 0.24, 1.67], [-0.39, 0.49, 0.11], [0.31, -0.32, 0.19], [-0.18, -0.09, 0.16], [0.21, 0.58, -0.78], [-0.15, -0.17, -0.18], [-0.05, -0.05, -0.03], [-0.02, 0.06, 0.09], [-0.05, 0.01, 0.00], [0.06, -0.07, -0.02], [0.07, -0.13, 0.18], [0.01, -0.02, 0.02], [0.17, 0.40, -0.21], [0.13, 0.20, -0.18], [-1.38, -0.74, -0.16], [-0.15, -0.02, -0.07], [-0.02, -0.12, 0.01], [0.09, -0.09, -0.03], [0.09, 0.04, -0.04], [0.08, 0.07, -0.02], [0.07, 0.02, -0.06], [-0.07, -0.15, -0.05], [0.11, -0.02, 0.01], [-0.03, 0.10, -0.06], [0.13, 0.13, -0.04], [0.06, -0.07, 0.02], [0.08, -0.04, 0.14], [0.09, 0.00, -0.06], [0.04, 0.06, -0.07], [-0.05, 0.08, -0.09], [-0.05, 0.04, 0.03], [-0.09, -0.10, -0.03], [0.00, 0.07, -0.02], [0.01, -0.02, 0.01], [-0.19, 0.08, -0.11], [0.04, -0.16, 0.17], [0.05, -0.29, 0.07], [0.01, 0.06, -0.07], [0.36, -0.14, 0.01], [-0.11, 0.12, -0.07], [0.08, -0.07, 0.00], [0.19, -0.16, -0.28], [0.00, -0.05, 0.05], [0.02, 0.11, 0.06], [0.04, -0.06, 0.07], [0.07, 0.12, -0.01], [-0.04, 0.06, 0.01], [-0.03, 0.03, -0.05], [0.00, 0.03, -0.08], [-0.21, 0.05, -0.03], [-0.04, -0.03, 0.05], [-0.12, -0.04, -0.04], [-0.05, 0.01, -0.04], [-0.11, 0.07, 0.07], [-0.03, 0.08, 0.12], [0.10, -0.02, 0.41], [0.36, -0.05, -0.16], [-0.80, 0.27, -0.27], [0.00, -0.06, -0.08], [0.32, -0.33, -0.25], [0.01, 0.04, 0.03], [0.10, 0.01, -0.13], [-0.38, 0.21, 0.01], [0.09, -0.01, 0.24], [0.09, -0.12, -0.37], [-0.08, -0.06, -0.18], [-0.05, -0.23, 0.60], [-0.37, 0.20, 0.18], [-0.15, 0.05, 0.11], [-0.16, 0.02, -0.06], [-0.04, -0.02, -0.05], [-0.02, 0.06, 0.19], [0.07, -0.12, 0.06], [0.08, 0.13, -0.06]],
  "spin_multiplicity": 3,
  "homo_ev": [-11.0, -11.1],
  "gap_ev": [7.04, 6.56],
  "charge": 1
}


{
  "formula": "C43H39N2O5RuSTe",
  "method": "ωB97M-V/def2-TZVPD",
  "elements": ["Ru", "C", "C", "C", "C", "C", "O", "C", "C", "C", "C", "C", "C", "C", "O", "C", "C", "C", "N", "C", "C", "Te", "C", "C", "C", "C", "C", "C", "C", "C", "C", "C", "C", "C", "H", "H", "H", "H", "H", "H", "H", "H", "H", "H", "H", "H", "H", "H", "H", "H", "H", "H", "H", "H", "H", "H", "H", "H", "C", "C", "C", "C", "C", "C", "C", "C", "C", "S", "C", "N", "H", "H", "H", "H", "H", "H", "H", "H", "C", "C", "C", "O", "C", "O", "O", "H", "H", "H", "H", "H", "H", "H"],
  "xyz": [[0.24045, -1.11110, -0.87582], [-0.25396, 3.09172, 5.11196], [-0.34513, 2.37394, 3.79030], [-0.73688, 3.04275, 2.62978], [-0.81933, 2.38794, 1.42046], [-1.06500, 3.13548, 0.15315], [-0.26837, 3.07699, -0.75912], [-2.29841, 3.97049, 0.04060], [-3.33083, 3.93085, 0.97572], [-4.45620, 4.72175, 0.80269], [-4.56736, 5.54578, -0.30717], [-3.54682, 5.58589, -1.24852], [-2.42220, 4.80054, -1.07412], [-0.54208, 0.98834, 1.31726], [-0.82167, 0.38293, 0.22264], [-0.04751, 0.32822, 2.47936], [0.02017, 1.04804, 3.68076], [0.42321, -1.04532, 2.42158], [0.38812, -1.77176, 1.35674], [0.91550, -3.13615, 1.37740], [0.07576, -4.15857, 0.59913], [-1.85455, -4.48313, 1.51621], [-2.85636, -2.84142, 0.61070], [-2.89200, -2.74983, -0.78079], [-3.69210, -1.78975, -1.38649], [-4.38564, -0.87025, -0.61407], [-4.32733, -0.94815, 0.76871], [-3.58473, -1.94921, 1.38267], [1.02099, -1.61087, 3.66958], [2.39557, -1.81291, 3.73576], [2.96142, -2.36730, 4.87258], [2.15973, -2.71991, 5.94843], [0.78908, -2.51783, 5.88372], [0.21727, -1.97069, 4.74541], [-0.66285, 4.09807, 5.03634], [0.78658, 3.17466, 5.43201], [-0.79779, 2.55093, 5.88754], [-0.93697, 4.10811, 2.66761], [-3.26117, 3.28029, 1.83697], [-5.25397, 4.69717, 1.53344], [-5.45151, 6.15441, -0.44408], [-3.63103, 6.22910, -2.11440], [-1.61229, 4.81524, -1.79149], [0.38391, 0.55528, 4.57278], [1.01327, -3.49793, 2.40267], [1.91553, -3.09523, 0.92596], [0.60319, -5.10955, 0.58378], [-0.09774, -3.83395, -0.42886], [-2.38014, -3.48150, -1.39894], [-3.78678, -1.77909, -2.46330], [-4.97297, -0.09438, -1.08928], [-4.87719, -0.23940, 1.37616], [-3.57577, -2.03460, 2.46263], [3.01427, -1.53829, 2.88943], [4.02936, -2.53513, 4.91248], [2.60406, -3.15715, 6.83264], [0.16056, -2.79274, 6.72042], [-0.85496, -1.83158, 4.68379], [-1.27982, 1.01345, -2.96561], [0.14970, 1.41928, -2.96683], [0.56497, 2.50891, -3.76605], [1.88010, 2.84001, -3.83510], [2.82726, 2.07636, -3.12012], [4.21331, 2.31544, -3.19665], [5.08648, 1.54458, -2.48007], [4.60716, 0.53403, -1.63821], [3.25462, 0.29434, -1.52118], [2.70051, -0.88328, -0.36856], [2.33332, 1.03584, -2.29727], [1.01192, 0.73060, -2.24438], [-1.92009, 1.81743, -3.32464], [-1.56776, 0.73563, -1.95624], [-1.38616, 0.13972, -3.61136], [-0.18534, 3.06355, -4.31118], [2.22415, 3.67802, -4.42877], [4.56514, 3.10625, -3.84649], [6.15168, 1.71967, -2.54661], [5.29544, -0.07209, -1.06335], [3.06119, -2.64033, -3.83668], [1.68993, -3.04378, -3.32207], [1.19658, -4.34028, -3.95665], [1.68495, -3.20571, -1.89574], [0.62882, -1.95052, -3.67791], [0.75787, -1.30295, -4.70391], [-0.33748, -1.89304, -2.83205], [3.75189, -3.48567, -3.81126], [3.47146, -1.82782, -3.23138], [2.96754, -2.28047, -4.85831], [1.92505, -5.13825, -3.80565], [1.04377, -4.19182, -5.02485], [0.25250, -4.63216, -3.49680], [2.52896, -2.88524, -1.55156]],
  "forces_ev_per_angstrom": [[1.84, 2.01, 1.93], [0.10, -0.08, -0.09], [0.03, 0.09, 0.05], [0.06, -0.15, -0.04], [0.22, -0.57, -0.15], [-0.09, -0.03, 0.05], [-0.04, 0.12, 0.07], [-0.18, 0.16, -0.16], [0.09, -0.03, 0.00], [-0.10, 0.05, -0.03], [-0.01, 0.00, 0.00], [0.01, -0.03, 0.01], [0.07, 0.00, 0.03], [0.17, 0.37, 1.03], [0.80, -1.26, -2.13], [-0.08, 0.42, -0.36], [0.07, 0.07, 0.07], [-0.22, -0.15, -0.14], [-0.10, -0.45, -1.60], [0.04, -0.54, 0.03], [-0.29, 0.84, 0.32], [0.12, 0.17, -0.11], [0.26, -0.36, -0.13], [-0.25, -0.18, -0.01], [0.21, 0.08, -0.03], [-0.02, 0.08, 0.03], [-0.03, 0.00, 0.04], [0.05, 0.09, 0.08], [-0.04, -0.14, 0.16], [-0.05, 0.14, 0.02], [0.04, 0.00, -0.02], [0.01, 0.00, 0.01], [-0.03, -0.05, 0.05], [0.02, 0.00, -0.07], [-0.03, 0.01, 0.05], [-0.02, 0.04, 0.06], [-0.01, 0.05, 0.03], [-0.07, 0.01, 0.02], [0.03, -0.03, -0.01], [0.00, -0.04, 0.01], [-0.01, 0.02, 0.02], [0.00, 0.00, -0.01], [0.01, 0.00, -0.01], [0.02, -0.04, -0.02], [0.10, 0.01, -0.14], [-0.02, -0.09, 0.08], [-0.08, -0.05, -0.04], [0.03, -0.16, 0.03], [0.03, 0.11, 0.07], [0.13, 0.10, -0.07], [-0.04, -0.05, 0.01], [0.02, -0.01, -0.01], [0.04, 0.05, 0.00], [0.02, 0.01, -0.02], [0.02, 0.02, 0.02], [-0.01, 0.00, 0.02], [-0.01, -0.02, 0.00], [-0.01, 0.02, 0.00], [-0.05, -0.07, 0.01], [0.17, -0.16, 0.03], [0.19, 0.11, -0.03], [-0.14, -0.05, -0.06], [-0.12, -0.22, 0.24], [0.09, 0.01, 0.00], [0.04, 0.18, -0.13], [-0.30, -0.14, 0.08], [0.17, 0.19, -0.11], [-1.99, -0.18, 0.15], [0.47, 0.18, -0.12], [-1.15, -0.88, 0.22], [0.02, 0.03, 0.03], [-0.20, 0.00, 0.06], [-0.04, 0.02, 0.01], [-0.01, 0.01, -0.01], [-0.03, -0.02, -0.07], [0.04, 0.02, 0.01], [0.02, -0.01, -0.02], [0.05, 0.04, 0.03], [0.01, -0.05, 0.13], [-0.34, 0.29, -0.34], [0.06, 0.05, 0.15], [-0.11, -0.23, -0.01], [0.85, -0.29, -0.38], [-0.32, -0.05, 0.14], [-0.24, 0.50, 1.06], [0.00, -0.01, 0.04], [0.00, 0.03, -0.06], [0.01, -0.03, -0.01], [0.00, -0.01, 0.02], [0.00, -0.02, -0.03], [-0.03, -0.02, -0.04], [0.02, 0.13, 0.02]],
  "spin_multiplicity": 2,
  "homo_ev": [-7.7, -7.7],
  "gap_ev": [6.35, 6.95],
  "de_lowest_kcal_mol": 29.7,
  "charge": 0
}


Number 1: E_tot -62565.481 eV. Number 2: E_tot -79152.052 eV.